[1]
Entry from the Open Molecules 2025 dataset: a cluster of 6 separate species, C30H55ClF2N4O22P in total (wB97M-V/def2-TZVPD).

The geometry in XYZ format:
```
115
Properties=species:S:1:pos:R:3:lowdin_charge:R:1
C 0.1838 -3.5123 0.5514 0.056
C 1.1376 -2.8807 -0.4194 -0.408
O 1.7369 -3.5236 -1.2622 0.119
O 1.3241 -1.4948 -0.3817 0.074
C 1.3565 -0.9588 0.9110 -0.439
O 2.2465 -1.2147 1.6767 0.172
C 0.1558 -0.1352 1.2651 -0.042
C -0.2876 0.8227 0.1706 -0.202
C 0.5663 2.0896 -0.0005 -0.242
N 1.9990 1.8118 0.1380 -0.045
C 2.4327 1.9193 1.5535 -0.021
C 2.8007 2.8462 -0.5600 -0.438
C 2.6575 4.2956 -0.1373 0.017
O 3.5751 2.5129 -1.4393 0.134
C 0.2478 2.6395 -1.3891 -0.273
F 0.8463 1.8333 -2.3322 0.057
C -1.2174 2.6948 -1.8026 -0.560
Cl -1.9740 4.2874 -1.6411 0.740
N -2.0863 1.5981 -1.2804 -0.031
C -2.2496 0.4572 -2.2416 -0.156
O -3.6071 0.3046 -2.4977 -0.101
N -4.0783 -1.0894 -2.1950 0.057
O -4.0226 -1.7454 -3.1217 0.195
C -1.7722 1.1666 0.1677 -0.371
C -2.7655 0.0311 0.5394 -0.122
C -3.1555 -0.1986 1.9790 -0.207
F -2.1321 -0.5014 2.8402 -0.034
P -2.1439 2.7294 1.2621 0.910
N -1.6056 2.2101 2.7977 -0.101
O -3.7831 2.7457 1.4078 -0.259
H -0.5942 -2.8141 0.8267 0.068
H -0.2680 -4.3692 0.0863 0.101
H 0.7346 -3.8045 1.4322 0.112
H -0.5947 -0.8940 1.3996 0.098
H 0.3175 0.3945 2.1870 0.119
H -0.0845 0.2807 -0.7561 0.142
H 0.3089 2.8671 0.7214 0.101
H 2.2311 1.0166 2.1035 0.067
H 3.5105 2.0174 1.5380 0.114
H 2.0434 2.8086 2.0460 0.095
H 2.6130 4.9188 -1.0139 0.097
H 3.5148 4.5372 0.4728 0.103
H 1.7885 4.4343 0.4925 0.074
H 0.6287 3.6378 -1.5429 0.133
H -1.2014 2.5984 -2.8746 0.112
H -3.0282 1.9909 -1.2280 0.136
H -1.7571 0.6750 -3.1789 0.151
H -1.7829 -0.4449 -1.8730 0.137
H -2.4078 -0.9093 0.1302 0.114
H -3.7041 0.2443 0.0417 0.114
H -3.8160 -1.0584 1.9788 0.136
H -3.7459 0.5937 2.4126 0.081
H -2.3980 2.2566 3.4361 0.057
H -0.9830 2.9550 3.0865 0.047
H -4.2115 2.8166 0.5538 0.056
C 8.5827 -2.1271 -1.0171 -0.032
O 7.6424 -1.0652 -1.2148 -0.027
C 6.3721 -1.4194 -1.0244 -0.624
O 5.9829 -2.5119 -0.7154 0.135
O 5.6130 -0.3491 -1.2437 0.016
C 4.2102 -0.5813 -1.0782 -0.035
H 9.5666 -1.7066 -1.2031 0.093
H 8.5356 -2.4959 0.0049 0.099
H 8.3990 -2.9381 -1.7186 0.102
H 3.9940 -0.8885 -0.0602 0.083
H 3.8608 -1.3354 -1.7811 0.100
H 3.7142 0.3595 -1.2871 0.059
C 1.4129 -5.1430 -3.5080 -0.030
O 0.8221 -5.0155 -4.8114 0.017
C -0.4612 -5.3369 -4.8595 -0.635
O -1.1413 -5.6879 -3.9290 0.112
O -0.8812 -5.1947 -6.1154 0.006
C -2.2583 -5.5144 -6.3168 -0.040
H 2.4509 -4.8422 -3.5990 0.100
H 0.9203 -4.4992 -2.7950 0.054
H 1.3706 -6.1789 -3.1736 0.106
H -2.8965 -4.8605 -5.7250 0.090
H -2.4529 -6.5544 -6.0648 0.099
H -2.4594 -5.3559 -7.3717 0.094
C 12.0041 2.4957 -5.9122 -0.039
O 10.6268 2.2578 -5.6140 0.005
C 10.4155 1.2220 -4.8057 -0.631
O 11.2626 0.5124 -4.3343 0.125
O 9.1054 1.1090 -4.6088 0.014
C 8.7380 0.0253 -3.7505 -0.040
H 12.0310 3.3573 -6.5720 0.093
H 12.5611 2.7177 -5.0044 0.097
H 12.4412 1.6382 -6.4192 0.098
H 9.1714 0.1567 -2.7653 0.086
H 9.0537 -0.9243 -4.1814 0.105
H 7.6571 0.0399 -3.6672 0.092
C -8.9372 -0.7809 2.1917 -0.032
O -8.9734 -1.4093 3.4736 0.022
C -7.8056 -1.4752 4.0959 -0.621
O -6.7525 -1.0608 3.6712 0.078
O -7.9885 -2.0675 5.2646 0.024
C -6.8081 -2.2059 6.0622 -0.020
H -9.9531 -0.8016 1.8116 0.097
H -8.6063 0.2523 2.2801 0.097
H -8.2868 -1.3308 1.5136 0.094
H -6.3912 -1.2303 6.3054 0.092
H -6.0680 -2.8165 5.5491 0.099
H -7.1135 -2.7031 6.9766 0.099
C -7.2062 4.5699 7.4374 -0.030
O -6.2550 3.5228 7.2161 0.011
C -6.3074 2.9819 6.0065 -0.628
O -7.0562 3.2925 5.1198 0.128
O -5.3789 2.0261 5.9374 0.011
C -5.3386 1.3561 4.6766 -0.051
H -7.0509 4.9147 8.4545 0.096
H -7.0381 5.3928 6.7463 0.098
H -8.2213 4.1937 7.3338 0.100
H -5.0976 2.0623 3.8777 0.083
H -6.2768 0.8581 4.4659 0.071
H -4.5552 0.6035 4.7384 0.095
```

The value obtained for the max |F| is 3.13 eV/Å. As for the energy above the lowest of the compared OMol25 structures with the same formula, charge and spin: 22.8 kcal/mol. The orbital gap comes out at 7.40 eV. As for the charge: +1. The spin multiplicity is 1. As for the HOMO energy: -0.4326 Eh. The total energy comes out at -4051.35612 a.u.


[2]
Entry from the Open Molecules 2025 dataset: a cluster of 2 separate species, C4H8 in total (wB97M-V/def2-TZVPD).

The geometry in XYZ format:
```
12
Properties=species:S:1:pos:R:3:lowdin_charge:R:1
C 1.5432 0.1613 -0.0391 -0.077
C 1.0624 -0.9992 -0.5557 -0.126
C -1.2224 0.5623 0.9811 -0.086
C -1.3688 0.3290 -0.3181 -0.081
H 1.2359 0.5052 0.9269 0.029
H 1.9965 0.7980 -0.8582 0.076
H 0.7090 -1.8646 -0.1370 0.022
H 1.2054 -1.0771 -1.6512 0.063
H -1.5134 1.3461 1.5346 0.003
H -1.0480 -0.3736 1.6194 0.091
H -1.5651 1.0145 -1.0457 0.021
H -1.1059 -0.6692 -0.7979 0.065
```

The value obtained for the max |F| is 5.41 eV/Å. As for the energy above the lowest of the compared OMol25 structures with the same formula, charge and spin: 65.1 kcal/mol. The orbital gap comes out at 10.27 eV. The spin multiplicity is 1. As for the HOMO energy: -0.3298 Eh. The total energy comes out at -157.08021 a.u.


[3]
Entry from the Open Molecules 2025 dataset: a structure of composition C45H78F3O19SY (wB97M-V/def2-TZVPD).

The geometry in XYZ format:
```
147
Properties=species:S:1:pos:R:3:lowdin_charge:R:1
Y -1.2940 3.2333 4.3144 2.116
C -1.1052 1.2066 -0.2379 -0.563
F -2.4553 1.1520 -0.2376 0.116
F -0.7035 0.2645 -1.1086 0.122
F -0.5610 2.3328 -0.6901 0.147
S -0.5684 0.7728 1.6206 0.579
O -1.3127 -0.4956 1.9600 -0.308
O 0.8703 0.5331 1.6602 -0.291
O -0.9077 1.9671 2.3720 -0.445
C 3.4954 1.4012 3.1810 -0.197
C 4.9258 1.5916 3.5284 -0.161
C 5.1312 1.2675 5.0171 -0.128
O 3.8928 0.5726 5.3127 -0.119
C 3.0773 0.3966 4.1838 -0.243
H 3.2131 1.2139 2.1450 0.094
H 2.9892 2.3406 3.4032 0.092
H 5.2238 2.5986 3.2364 0.115
H 5.4857 0.9311 2.8663 0.109
H 5.1346 2.2164 5.5534 0.111
H 6.0574 0.7812 5.3232 0.124
H 2.0444 0.5295 4.5056 0.093
H 3.0455 -0.6166 3.7830 0.118
C 3.3957 1.6141 -2.6446 -0.158
C 3.3461 2.6462 -3.7765 -0.129
C 2.8850 3.8662 -2.9790 -0.168
O 2.1203 3.3333 -1.8704 -0.186
C 2.2027 1.9156 -1.7597 -0.203
H 4.2657 1.7361 -1.9993 0.113
H 3.5160 0.6141 -3.0613 0.108
H 2.6770 2.3513 -4.5848 0.096
H 4.2908 2.8783 -4.2682 0.122
H 2.2574 4.5767 -3.5169 0.113
H 3.7373 4.4049 -2.5649 0.117
H 1.3298 1.4308 -2.1970 0.095
H 2.3825 1.5570 -0.7462 0.111
C -0.4820 2.5730 -4.9945 -0.190
C -0.4558 3.8076 -5.8719 -0.167
C -1.6477 4.6390 -5.4210 -0.138
O -1.8604 4.0818 -4.0694 -0.137
C -0.8946 3.1254 -3.6902 -0.244
H 0.5343 2.1853 -5.0658 0.095
H -1.2471 1.8560 -5.2922 0.125
H -0.5696 3.5451 -6.9237 0.121
H 0.4291 4.4110 -5.6698 0.111
H -2.5125 4.4092 -6.0435 0.117
H -1.4701 5.7142 -5.4444 0.117
H -1.2469 2.3220 -3.0433 0.103
H -0.0473 3.6081 -3.2031 0.104
C 0.7240 -0.9641 -4.2175 -0.185
C 0.8812 -1.8442 -2.9816 -0.157
C 1.3790 -3.1016 -3.6743 -0.220
O 0.6466 -3.1796 -4.8609 -0.101
C 0.3563 -1.8666 -5.3494 -0.184
H 1.6225 -0.3911 -4.4460 0.106
H -0.0694 -0.2167 -4.2156 0.087
H -0.0410 -2.0665 -2.4447 0.083
H 1.5074 -1.3478 -2.2402 0.094
H 1.1316 -3.9682 -3.0612 0.107
H 2.4578 -3.0996 -3.8303 0.126
H -0.6729 -1.6936 -5.6640 0.121
H 0.9466 -1.6188 -6.2316 0.123
C -4.6863 -4.7604 1.6537 -0.145
C -3.7574 -3.5890 1.9670 -0.164
C -3.9935 -2.6628 0.7338 -0.208
O -5.2838 -2.9830 0.2356 -0.135
C -5.8706 -3.9755 1.0850 -0.189
H -4.9043 -5.3771 2.5256 0.122
H -4.3313 -5.3673 0.8208 0.123
H -2.7259 -3.8395 2.2145 0.091
H -4.0465 -3.1163 2.9056 0.093
H -3.1741 -2.8962 0.0540 0.097
H -3.9053 -1.6075 0.9921 0.088
H -6.4789 -4.6834 0.5220 0.131
H -6.4099 -3.5046 1.9069 0.115
C 0.2060 -4.5025 -0.0754 -0.119
C -0.0255 -3.0993 0.5473 -0.170
C 1.1121 -2.9368 1.5713 -0.149
O 2.1164 -3.8831 1.0919 -0.126
C 1.7394 -4.5440 -0.0691 -0.220
H -0.2119 -4.6549 -1.0705 0.103
H -0.2568 -5.2765 0.5368 0.113
H -1.0071 -3.0259 1.0155 0.067
H -0.0179 -2.2492 -0.1349 0.085
H 0.5049 -3.1681 2.4465 0.097
H 1.4623 -1.9078 1.6525 0.084
H 2.1502 -5.5534 -0.0905 0.132
H 2.1374 -4.0072 -0.9303 0.097
O 7.0826 0.5787 -0.5871 0.122
C 6.1645 -0.1952 -0.4536 -0.430
O 5.0615 0.1137 0.3140 -0.015
C 4.2369 -0.9931 0.4826 -0.209
C 4.5315 -1.8737 -0.7093 -0.143
C 6.0319 -1.6574 -0.9167 -0.045
H 3.2008 -0.6575 0.5262 0.101
H 4.3780 -1.4644 1.4553 0.132
H 3.8990 -1.6618 -1.5713 0.104
H 4.3634 -2.9063 -0.4033 0.110
H 6.3652 -1.7240 -1.9524 0.128
H 6.6693 -2.3593 -0.3791 0.135
O -3.3835 2.2926 3.6639 -0.078
C -4.2688 1.7501 2.9680 -0.378
O -4.7355 2.1995 1.8232 0.111
C -5.4278 1.1954 1.0959 -0.100
C -5.8713 0.1852 2.1802 -0.110
C -4.8946 0.4296 3.2974 -0.053
H -4.8082 0.7129 0.3400 0.115
H -6.3117 1.5015 0.5364 0.147
H -5.8975 -0.8379 1.8052 0.110
H -6.8837 0.4518 2.4834 0.130
H -4.1253 -0.3413 3.3432 0.128
H -5.4147 0.4932 4.2532 0.149
O -0.9554 0.8206 5.0215 -0.028
C -1.1072 -0.3403 5.3557 -0.406
O -2.3017 -0.8449 5.6522 0.059
C -2.1963 -2.2185 5.9961 -0.122
C -0.9641 -2.7110 5.2327 -0.109
C -0.0621 -1.4636 5.2124 -0.030
H -3.1141 -2.7418 5.7281 0.135
H -2.1117 -2.2793 7.0811 0.140
H -1.2281 -2.9903 4.2127 0.103
H -0.4987 -3.5565 5.7394 0.134
H 0.3921 -1.3454 4.2287 0.108
H 0.7031 -1.4289 5.9879 0.147
O 0.7007 4.0074 3.2029 -0.087
C 1.4625 4.5715 2.3959 -0.395
O 2.5787 5.1529 2.7798 0.092
C 3.2824 5.7088 1.6493 -0.089
C 2.1807 5.9068 0.6204 -0.117
C 1.1860 4.7670 0.8985 -0.032
H 4.0325 5.0353 1.2347 0.143
H 3.7779 6.6152 1.9971 0.144
H 2.5064 5.7481 -0.4076 0.120
H 1.7396 6.8949 0.7515 0.130
H 1.4969 3.8425 0.4119 0.116
H 0.1678 5.0049 0.5908 0.141
O -5.7422 -1.6401 -4.8254 0.099
C -4.8343 -1.7880 -4.0037 -0.452
O -3.9318 -2.7636 -4.1543 0.061
C -2.9726 -2.6795 -3.1453 -0.168
C -3.0527 -1.2716 -2.5856 -0.157
C -4.5316 -0.9047 -2.8038 -0.050
H -2.0112 -3.0870 -3.4581 0.126
H -3.3064 -3.3246 -2.3325 0.118
H -2.3479 -0.5951 -3.0690 0.101
H -2.7759 -1.1539 -1.5379 0.078
H -4.7255 0.1158 -3.1343 0.127
H -5.2231 -1.1585 -2.0003 0.118
```

The value obtained for the max |F| is 6.38 eV/Å. The orbital gap comes out at 4.36 eV. As for the charge: +2. The spin multiplicity is 1. As for the HOMO energy: -0.4718 Eh. The total energy comes out at -3926.54998 a.u.


[4]
Entry from the Open Molecules 2025 dataset: a structure of composition C3H4NO (wB97M-V/def2-TZVPD).

The geometry in XYZ format:
```
9
Properties=species:S:1:pos:R:3:lowdin_charge:R:1
C -1.4722 -0.0500 -0.0223 -0.064
C 0.3378 0.7795 0.0070 -0.005
C 0.3529 -0.7879 0.0092 -0.005
N -1.2221 1.1286 -0.0354 0.246
O -1.0775 -1.2526 0.0775 0.171
H 0.5235 1.1875 1.0861 0.172
H 0.9988 1.3376 -0.7651 0.180
H 0.6369 -0.9822 -1.0545 0.162
H 0.9220 -1.3604 0.6974 0.143
```

The value obtained for the max |F| is 3.85 eV/Å. As for the energy above the lowest of the compared OMol25 structures with the same formula, charge and spin: 87.4 kcal/mol. The orbital gap comes out at 9.48 eV. As for the charge: +1. The spin multiplicity is 1. As for the HOMO energy: -0.6298 Eh. The total energy comes out at -246.25277 a.u.


[5]
Entry from the Open Molecules 2025 dataset: a structure of composition C33H30ClN7S3Ta (wB97M-V/def2-TZVPD).

The geometry in XYZ format:
```
75
Properties=species:S:1:pos:R:3:lowdin_charge:R:1
Ta 0.5768 -1.0127 -1.3546 1.508
C 0.8409 -2.2745 5.3528 -0.047
C 0.3752 -1.8456 3.9888 -0.273
C -0.9574 -1.5336 3.7403 -0.039
C -1.3634 -1.1009 2.4851 -0.018
C -0.4497 -0.9663 1.4489 -0.249
N -0.7258 -0.4894 0.1553 -0.107
C -1.9845 0.2089 -0.0269 -0.376
C -3.0605 -0.7471 -0.4217 0.055
C -4.3388 -0.6520 -0.0251 0.005
C -4.7196 0.3916 0.8680 -0.192
C -6.1517 0.5268 1.2457 -0.006
C -3.7709 1.2472 1.3939 0.039
C -2.4204 1.1327 1.0770 -0.094
N -1.5301 1.9549 1.6992 -0.038
C -1.7744 2.7499 2.8140 -0.012
C -0.6112 3.3346 3.1520 -0.006
C 0.3279 2.8552 2.1909 -0.116
N -0.2062 2.0362 1.3308 0.123
C 0.8813 -1.3578 1.6602 -0.259
C 1.2795 -1.7597 2.9345 0.013
N 1.7240 -1.3128 0.5396 -0.173
C 2.8178 -2.1617 0.6926 -0.249
C 4.0874 -1.8466 0.4464 -0.062
C 4.5590 -0.5410 -0.0700 -0.128
N 3.6102 0.5883 0.6031 0.127
H 0.0009 -2.5582 5.9853 0.077
H 1.5170 -3.1272 5.2874 0.082
H 1.3773 -1.4671 5.8555 0.084
H -1.6940 -1.6412 4.5266 0.112
H -2.4192 -0.9190 2.3175 0.109
H -2.7398 -1.5157 -1.1176 0.079
H -5.0853 -1.3526 -0.3758 0.135
H -6.4732 -0.3823 1.7608 0.111
H -6.3378 1.3844 1.8865 0.090
H -6.7662 0.6053 0.3467 0.108
H -4.0988 2.0128 2.0800 0.116
H -2.7387 2.7974 3.2842 0.124
H -0.4343 4.0034 3.9757 0.114
H 1.3759 3.0989 2.1130 0.091
H 2.3163 -2.0204 3.1144 0.116
H 2.6141 -3.1485 1.1040 0.117
H 4.8568 -2.5900 0.6025 0.128
H 5.5122 -0.2253 0.3570 0.157
S -1.1534 -5.1870 -2.6180 0.596
C -0.4373 -3.7947 -2.2311 -1.751
S -0.9530 -2.2075 -2.8290 0.538
S 0.8982 -3.5246 -1.1704 0.555
N 3.2582 1.4324 1.1836 0.343
C 2.9265 -0.1516 -1.7198 -0.176
C 3.1341 3.8548 -2.2188 -0.506
C 4.4344 -0.2854 -1.5834 -0.244
C 4.7359 -1.5486 -2.3317 -0.029
C 3.5798 -2.0827 -2.7091 -0.082
N 2.5123 -1.2282 -2.3129 -0.181
H 0.9015 3.8077 -0.7932 -0.080
H 3.6044 4.6731 -1.6832 -0.039
H 2.7219 4.0896 -3.1937 -0.033
H 4.9889 0.6052 -1.8785 0.150
H 5.7168 -1.9546 -2.5226 0.120
H 3.3812 -3.0022 -3.2353 0.119
Cl 1.9637 3.1174 -1.2152 0.705
C 0.1093 0.6872 -2.6723 -0.331
C 0.6170 0.6734 -3.9815 -0.138
C -0.2005 0.7928 -5.0980 -0.062
C -1.5844 0.8483 -4.9397 -0.063
C -2.1239 0.8972 -3.6749 -0.064
C -1.2867 0.8559 -2.5605 -0.341
C -1.8855 1.2698 -1.2291 -0.042
H 1.6832 0.5526 -4.1373 0.091
H 0.2357 0.8009 -6.0885 0.110
H -2.2449 0.8787 -5.7963 0.113
H -3.1961 1.0128 -3.5583 0.118
H -2.8853 1.6759 -1.3885 0.132
H -1.2501 2.0620 -0.8372 0.099
```

The value obtained for the max |F| is 2.29 eV/Å. As for the energy above the lowest of the compared OMol25 structures with the same formula, charge and spin: 269.5 kcal/mol. The orbital gap comes out at 4.92 eV. As for the charge: +1. The spin multiplicity is 1. As for the HOMO energy: -0.3579 Eh. The total energy comes out at -3370.05708 a.u.


[6]
Entry from the Open Molecules 2025 dataset: a cluster of 2 separate species, C3H7FO2S in total (wB97M-V/def2-TZVPD).

The geometry in XYZ format:
```
14
Properties=species:S:1:pos:R:3:lowdin_charge:R:1
C -0.1644 -0.5221 1.2903 -0.046
C 1.0352 -0.0111 -0.7767 -0.023
C -0.1986 0.2064 0.0192 -0.564
O -0.7478 -1.0459 -3.2321 -0.507
O -1.1860 0.8278 -0.3440 0.052
F 0.9918 0.5956 -4.0650 -0.399
S -0.4495 -0.2001 -4.3463 0.942
H -0.8368 0.0296 1.9842 0.098
H -0.5727 -1.5414 1.0956 0.107
H 0.9194 -0.6035 1.6585 0.098
H 1.0777 0.7403 -1.4393 0.029
H 0.6042 -0.9011 -1.2502 0.085
H 1.9292 -0.2911 -0.0628 0.129
H -1.0929 0.9879 -4.0174 0.001
```

The value obtained for the max |F| is 4.45 eV/Å. As for the energy above the lowest of the compared OMol25 structures with the same formula, charge and spin: 39.9 kcal/mol. The orbital gap comes out at 9.74 eV. The spin multiplicity is 1. As for the HOMO energy: -0.3452 Eh. The total energy comes out at -766.96549 a.u.